Entry 1:
Below is 2 unconnected molecules or ions with the total composition C5H11N2 in a non-equilibrium geometry, with properties calculated with wB97M-V/def2-TZVPD.

Last column: natural (NBO) charge in e.
CARTESIAN COORDINATES (ANGSTROEM)
C  -1.4473  0.2009  0.2750  0.14
C  1.5234  0.1257  1.5155  -0.19
C  0.8802  -0.9153  0.5848  0.26
C  -1.8410  -0.2794  -1.0411  -0.75
C  2.6040  0.1225  -0.9857  -0.45
N  -2.2232  0.7590  1.1301  -0.72
N  1.7478  -0.1490  0.0995  -0.28
H  0.9183  0.9250  1.8587  0.21
H  2.3339  -0.1133  2.1706  0.21
H  0.3591  -1.7897  0.3259  0.25
H  -2.7404  0.1492  -1.4247  0.22
H  -1.9418  -1.3501  -1.1048  0.27
H  -0.9573  -0.1024  -1.7915  0.24
H  3.3281  0.9686  -0.7265  0.26
H  3.2057  -0.8102  -1.1092  0.25
H  2.0327  0.3699  -2.0031  0.25
H  -3.2507  0.9667  0.8660  0.40
H  -1.7536  0.8031  2.0525  0.43

Forces on atoms 1 to 3 (eV/Å):
C 2.2987 -1.7349 0.4350
C -0.2047 -1.6463 -0.7565
C -0.1421 2.1304 1.1117

## Properties
- orbital gap (spin up / spin down) (eV) = 8.463 / 8.463
- spin multiplicity = 1
- energy above the lowest of the compared OMol25 structures with the same formula, charge and spin (eV) = 5.1628
- total charge = +1

---

Entry 2:
Below is a single C3H4N2O molecule, with properties calculated with wB97M-V/def2-TZVPD.

Last column: natural (NBO) charge in e.
CARTESIAN COORDINATES (ANGSTROEM)
C  -1.6126  -0.0754  0.0031  -0.66
C  -0.1270  -0.1334  -0.0289  0.31
N  0.6630  1.0070  -0.0173  -0.49
C  1.8437  0.5038  0.0020  0.36
O  1.8741  -0.8292  0.0062  -0.29
N  0.5422  -1.2473  -0.0181  -0.15
H  -1.9357  0.9638  -0.0590  0.24
H  -1.9941  -0.5134  0.9340  0.24
H  -2.0423  -0.6805  -0.8169  0.24
H  2.7887  1.0047  -0.0051  0.20

Forces on atoms 1 to 3 (eV/Å):
C -0.3762 -0.4796 -0.1689
C 0.0518 0.0906 0.1902
N -0.1956 -0.1607 -0.0152

## Properties
- orbital gap (eV) = 11.784
- spin multiplicity = 1
- energy above the lowest of the compared OMol25 structures with the same formula, charge and spin (eV) = 1.4776
- total charge = 0
- SMILES = Cc1ncon1

---

Entry 3:
Below is 3 unconnected molecules or ions with the total composition C25H38N6O2S3Si in a non-equilibrium geometry, with properties calculated with wB97M-V/def2-TZVPD.

Last column: Löwdin charge in e.
CARTESIAN COORDINATES (ANGSTROEM)
C  -1.4722  -2.8523  0.5358  -0.08
C  -0.3290  -3.1103  -0.4438  -0.23
N  0.3102  -1.9065  -1.0343  -0.19
C  1.5289  -1.5070  -0.3131  -0.25
C  1.4096  -1.3601  1.2021  -0.09
C  -0.5588  -0.8966  -1.3468  -1.08
S  -1.8441  -1.1411  -2.3261  0.70
S  -0.2875  0.7580  -0.7318  0.91
C  -1.9327  1.3018  -0.2114  -0.47
C  -1.7049  2.4977  0.7209  -0.34
C  -1.7368  3.8485  -0.0264  -0.23
Si  -0.4954  5.0226  0.7769  0.64
C  -1.2333  6.0205  2.1873  -0.29
C  -1.4832  5.2524  3.5088  -0.50
S  -0.0902  5.3765  4.6696  0.99
C  0.9753  4.1518  4.0133  -0.75
N  2.2235  4.1560  3.8696  0.08
N  2.5370  2.9097  3.3237  0.07
C  1.4745  2.2885  3.1791  -0.21
O  0.3960  3.0119  3.6044  -0.01
N  0.1897  6.2015  -0.3609  -0.17
C  1.5515  6.5640  0.0821  -0.12
C  0.1557  5.7407  -1.7198  -0.52
C  1.0164  4.5661  -2.1548  0.00
O  -0.5590  6.2893  -2.5403  0.09
H  -2.4451  -2.9831  0.0890  0.06
H  -1.4013  -1.8967  1.0386  0.06
H  -1.4009  -3.6049  1.3178  0.05
H  -0.7468  -3.6727  -1.2727  0.09
H  0.4466  -3.7373  -0.0282  0.08
H  1.9562  -0.6294  -0.7807  0.09
H  2.2538  -2.2977  -0.4857  0.12
H  0.5408  -0.8024  1.5205  0.04
H  1.3501  -2.3539  1.6376  0.07
H  2.2998  -0.9134  1.6299  0.08
H  -2.5535  1.6344  -1.0361  0.07
H  -2.4536  0.4856  0.2766  0.07
H  -0.7123  2.3629  1.1444  0.03
H  -2.3895  2.4737  1.5618  0.11
H  -2.7269  4.2802  0.1050  0.08
H  -1.5781  3.7161  -1.0908  0.07
H  0.6478  4.1855  1.2171  0.04
H  -2.1876  6.4217  1.8467  0.08
H  -0.6011  6.8745  2.4016  0.06
H  -1.7173  4.2124  3.3136  0.06
H  -2.3102  5.6892  4.0508  0.07
H  1.3499  1.3118  2.7681  0.12
H  1.8080  7.5787  -0.1990  0.09
H  1.6422  6.4861  1.1618  0.07
H  2.3090  5.9014  -0.3323  0.07
H  2.0728  4.7779  -2.0136  0.07
H  0.8029  3.6891  -1.5503  0.05
H  0.8568  4.3743  -3.2016  0.09
C  -0.7708  -4.5924  -5.0364  -0.08
C  -0.1279  -3.4060  -4.7267  -0.08
C  0.5333  -2.7339  -5.7437  -0.15
N  0.5893  -3.1651  -7.0025  0.05
C  -0.0333  -4.3082  -7.2808  -0.16
C  -0.7255  -5.0566  -6.3409  -0.08
H  -1.3004  -5.1471  -4.2718  0.10
H  -0.1395  -3.0083  -3.7209  0.05
H  1.0470  -1.7992  -5.5466  0.10
H  0.0303  -4.6360  -8.3129  0.10
H  -1.2150  -5.9782  -6.6253  0.10
C  0.5918  -7.2879  3.8076  -0.08
C  -0.5572  -7.0459  3.0732  -0.07
C  -0.4547  -6.2696  1.9297  -0.16
N  0.6877  -5.7387  1.4955  0.06
C  1.7821  -5.9818  2.2153  -0.15
C  1.7893  -6.7462  3.3715  -0.07
H  0.5545  -7.8900  4.7063  0.11
H  -1.5126  -7.4494  3.3785  0.10
H  -1.3292  -6.0583  1.3234  0.10
H  2.6974  -5.5370  1.8395  0.10
H  2.7095  -6.9115  3.9142  0.10

Forces on atoms 1 to 3 (eV/Å):
C 0.4903 -0.5701 0.5302
C -0.4747 -0.1375 -1.2162
N 0.2103 0.9866 1.6281

## Properties
- orbital gap (eV) = 8.485
- spin multiplicity = 1
- total charge = 0
- SMILES = CCN(CC)C(=S)SCCC[Si@H](CCSc1nnco1)N(C)C(C)=O.c1ccncc1.c1ccncc1

---

Entry 4:
Below is 7 unconnected molecules or ions with the total composition C46H39BN9O18P in a non-equilibrium geometry, with properties calculated with wB97M-V/def2-TZVPD.

Last column: Löwdin charge in e.
CARTESIAN COORDINATES (ANGSTROEM)
C  3.9883  -4.0756  3.3239  -0.09
O  3.1621  -3.7245  2.1949  -0.05
B  2.0720  -2.8715  2.5945  -0.53
O  2.3915  -1.5187  2.8626  0.12
C  0.6184  -3.5339  2.6645  0.02
C  0.4051  -4.9858  2.2742  0.04
C  -0.9739  -5.5745  2.3522  -0.04
C  -2.1693  -4.7839  2.8180  -0.26
P  -3.8885  -5.5520  2.8771  0.89
N  -3.8712  -6.3722  4.4456  -0.17
O  -5.1200  -4.3773  2.8428  -0.33
C  -1.9345  -3.3679  3.2308  -0.03
C  -0.5569  -2.7591  3.1351  0.02
C  -0.7262  -1.2689  3.6095  -0.30
O  0.0359  -0.4697  4.0754  0.15
N  -2.1688  -1.0395  3.4000  -0.08
N  -2.5361  -0.4793  2.1525  0.14
C  -3.3282  0.4934  2.4520  -0.20
O  -4.2987  1.1206  2.5672  0.22
C  -2.8901  -2.2631  3.7978  -0.30
O  -3.9105  -2.3147  4.4305  0.11
H  3.7884  -5.1155  3.7263  0.10
H  5.0638  -4.0359  2.9607  0.11
H  3.8628  -3.3597  4.1953  0.09
H  2.6124  -1.3982  3.8098  0.11
H  1.2744  -5.5960  1.9217  0.12
H  -1.1514  -6.6460  2.0724  0.10
H  -4.5068  -5.9195  5.1066  0.04
H  -4.1528  -7.3431  4.2646  0.01
H  -4.8741  -3.6159  2.2836  0.05
O  2.4641  -4.4901  -1.0985  0.07
N  1.6999  -3.5723  -1.3457  -0.34
O  0.5475  -3.5082  -0.9483  0.07
C  2.1972  -2.4745  -2.1798  -0.15
C  3.4922  -2.5288  -2.6819  0.00
C  3.9515  -1.4980  -3.4912  -0.05
C  3.1212  -0.4233  -3.7887  -0.07
C  1.8307  -0.3723  -3.2735  -0.06
C  1.3631  -1.4004  -2.4660  0.00
H  4.1474  -3.3612  -2.4565  0.12
H  4.9573  -1.5332  -3.8938  0.11
H  3.4794  0.3710  -4.4199  0.05
H  1.1874  0.4692  -3.5055  0.11
H  0.3549  -1.3519  -2.0726  0.12
O  2.8630  1.0365  -6.2272  0.06
N  3.0722  2.1760  -5.8386  -0.33
O  3.9629  2.4873  -5.0648  0.08
C  2.1914  3.2389  -6.3307  -0.14
C  1.1423  2.9185  -7.1847  0.00
C  0.2961  3.9256  -7.6295  -0.06
C  0.5043  5.2395  -7.2246  -0.07
C  1.5620  5.5523  -6.3785  -0.06
C  2.4106  4.5501  -5.9274  0.00
H  0.9710  1.8985  -7.5063  0.12
H  -0.5289  3.6863  -8.2904  0.11
H  -0.1617  6.0232  -7.5692  0.11
H  1.7223  6.5784  -6.0674  0.11
H  3.2296  4.8062  -5.2659  0.11
O  2.6057  7.2776  -2.9233  0.06
N  3.7108  7.6643  -3.2671  -0.35
O  3.9090  8.5368  -4.0972  0.07
C  4.8792  7.0336  -2.6456  -0.14
C  4.6948  6.0093  -1.7235  0.00
C  5.8046  5.3985  -1.1560  -0.07
C  7.0841  5.8147  -1.5075  -0.07
C  7.2588  6.8466  -2.4227  -0.06
C  6.1539  7.4608  -2.9966  0.00
H  3.7028  5.6772  -1.4429  0.12
H  5.6732  4.5946  -0.4410  0.11
H  7.9495  5.3315  -1.0664  0.11
H  8.2578  7.1699  -2.6916  0.11
H  6.3028  8.2616  -3.7105  0.08
O  7.3368  9.2466  -5.1115  0.05
N  8.0176  9.4148  -6.1112  -0.33
O  9.0149  10.1114  -6.1579  0.09
C  7.5996  8.7331  -7.3396  -0.14
C  6.4447  7.9595  -7.3319  0.01
C  6.0378  7.3340  -8.5026  -0.06
C  6.7850  7.4805  -9.6657  -0.07
C  7.9444  8.2478  -9.6618  -0.07
C  8.3562  8.8787  -8.4957  0.00
H  5.8547  7.8389  -6.4308  0.11
H  5.1353  6.7337  -8.5099  0.11
H  6.4615  6.9950  -10.5802  0.11
H  8.5251  8.3567  -10.5703  0.11
H  9.2592  9.4767  -8.5045  0.12
O  -9.1085  -3.1859  8.8853  0.06
N  -8.4738  -2.1795  9.1594  -0.35
O  -8.6461  -1.5073  10.1618  0.07
C  -7.4372  -1.7480  8.2163  -0.15
C  -7.2366  -2.4679  7.0441  0.00
C  -6.2709  -2.0442  6.1412  -0.06
C  -5.5118  -0.9116  6.4158  -0.07
C  -5.7116  -0.2026  7.5950  -0.06
C  -6.6782  -0.6194  8.5016  -0.01
H  -7.8222  -3.3510  6.8208  0.11
H  -6.1108  -2.5939  5.2219  0.09
H  -4.7632  -0.5800  5.7072  0.09
H  -5.1156  0.6779  7.8057  0.11
H  -6.8279  -0.0583  9.4159  0.12
O  -6.1947  -6.6735  3.9062  -0.03
N  -6.5973  -7.8214  3.9987  -0.32
O  -6.0640  -8.7824  3.4649  0.08
C  -7.7999  -8.0616  4.8011  -0.14
C  -8.4525  -6.9866  5.3934  0.00
C  -9.6047  -7.2144  6.1334  -0.06
C  -10.0929  -8.5077  6.2800  -0.07
C  -9.4283  -9.5784  5.6927  -0.06
C  -8.2768  -9.3582  4.9489  0.00
H  -8.0809  -5.9749  5.2853  0.12
H  -10.1252  -6.3829  6.5942  0.11
H  -10.9965  -8.6820  6.8542  0.11
H  -9.8111  -10.5852  5.8123  0.11
H  -7.7687  -10.1991  4.4931  0.12

Forces on atoms 1 to 3 (eV/Å):
C 1.1117 0.0224 0.0901
O -1.4545 0.3882 1.5150
B 1.3630 -0.2943 -0.6333

## Properties
- orbital gap (eV) = 7.074
- spin multiplicity = 1
- energy above the lowest of the compared OMol25 structures with the same formula, charge and spin (eV) = 3.4533
- total charge = 0
- SMILES = COB(O)c1ccc(P(N)O)c2c1C(=O)N(N=C=O)C2=O.O=[N+]([O-])c1ccccc1.O=[N+]([O-])c1ccccc1.O=[N+]([O-])c1ccccc1.O=[N+]([O-])c1ccccc1.O=[N+]([O-])c1ccccc1.O=[N+]([O-])c1ccccc1

---

Entry 5:
Below is 2 unconnected molecules or ions with the total composition CCl2N2 in a non-equilibrium geometry, with properties calculated with wB97M-V/def2-TZVPD.

Last column: natural (NBO) charge in e.
CARTESIAN COORDINATES (ANGSTROEM)
C  -1.3795  0.5196  -0.0717  0.43
N  -1.8954  -0.2715  0.5689  -0.44
N  1.6917  -0.0053  -0.6775  -0.42
Cl  2.6282  1.0258  0.2026  0.21
Cl  1.4155  -1.4802  0.0024  0.22

Forces on atoms 1 to 3 (eV/Å):
C 1.0237 1.4651 -1.2230
N -0.9859 -1.4382 1.1934
N -0.7236 0.3510 -1.2474

## Properties
- orbital gap (spin up / spin down) (eV) = 9.248 / 5.688
- spin multiplicity = 1
- energy above the lowest of the compared OMol25 structures with the same formula, charge and spin (eV) = 5.1141
- total charge = 0

---

Entry 6:
Below is a gas-phase ion, C14H23F3IN3O6PS (charge -1) in a non-equilibrium geometry, with properties calculated with wB97M-V/def2-TZVPD.

Last column: natural (NBO) charge in e.
CARTESIAN COORDINATES (ANGSTROEM)
C  -3.4732  -0.6183  -1.8898  -0.63
C  -2.7760  -0.7554  -0.4898  -0.46
C  -1.4063  -1.5453  -0.4143  -0.30
I  -1.3525  -2.8896  -2.1291  0.05
C  -0.0864  -0.6118  -0.2042  0.14
C  1.1084  -1.2545  -0.9830  -0.46
C  2.5579  -0.6508  -0.6550  -0.44
C  2.8563  0.7280  -1.3200  -0.05
O  2.4567  1.8626  -0.5779  -0.54
C  3.4316  2.9052  -0.6062  -0.25
N  -0.2663  0.7711  -0.6281  -0.65
C  -0.5120  0.9961  -2.0205  0.06
O  0.3647  2.0299  -2.6039  -0.50
C  0.2157  2.0933  -3.9361  1.16
F  0.7844  1.0431  -4.6091  -0.34
F  -1.0685  2.2700  -4.3579  -0.34
F  0.9052  3.2053  -4.3581  -0.33
C  0.1446  -0.5611  1.3978  -0.14
O  -1.1611  -0.2766  1.9435  -0.52
C  -1.4526  -0.7204  3.2092  0.51
N  -2.8926  -0.4102  3.4194  -0.84
O  -0.7532  0.0193  4.2781  -0.48
C  -0.9272  -0.6415  5.4096  0.57
N  -1.3279  -1.1336  6.3555  -0.45
P  0.9786  -2.1442  1.9972  0.82
S  1.6490  -2.1675  3.8284  -0.59
C  0.9981  0.7178  1.8465  0.73
O  0.4622  1.8352  1.9028  -0.72
O  2.1936  0.6044  2.2758  -0.75
H  -4.0755  -1.5146  -2.1840  0.22
H  -2.8150  -0.2851  -2.7222  0.21
H  -4.2408  0.2005  -1.7759  0.21
H  -2.7348  0.2708  -0.0497  0.23
H  -3.5002  -1.3147  0.1620  0.22
H  -1.4816  -2.2329  0.4647  0.22
H  1.0574  -1.1653  -2.0934  0.23
H  1.2413  -2.3499  -0.7824  0.22
H  3.2451  -1.3714  -1.1922  0.19
H  2.8434  -0.7417  0.4150  0.25
H  3.9789  0.7876  -1.4316  0.16
H  2.4618  0.6892  -2.3724  0.16
H  4.0134  2.9443  -1.5610  0.16
H  4.0826  2.8108  0.3025  0.19
H  2.8598  3.8674  -0.5323  0.19
H  -0.9144  1.3007  -0.0529  0.41
H  -1.5453  1.4376  -2.1081  0.17
H  -0.5534  0.0751  -2.6558  0.19
H  -1.4092  -1.8299  3.3790  0.17
H  -3.2580  -1.1570  4.0154  0.36
H  -2.9792  0.4807  3.9102  0.38
H  -0.0377  -3.1609  1.9293  -0.04
H  2.0355  -2.5997  1.1740  0.01

Forces on atoms 1 to 3 (eV/Å):
C -0.9913 0.8334 0.3164
C -0.7541 -0.4116 -0.1463
C -0.5638 0.9020 0.8292

## Properties
- orbital gap (eV) = 6.673
- spin multiplicity = 1
- total charge = -1
- SMILES = CC[C@@H](I)[C@@](CCCOC)(NCOC(F)(F)F)[C@@](O[C@H](N)OC#N)([PH2]=S)C(=O)[O-]

---

Entry 7:
Below is a single C5H11NO2 molecule in a non-equilibrium geometry, with properties calculated with wB97M-V/def2-TZVPD.

Last column: natural (NBO) charge in e.
CARTESIAN COORDINATES (ANGSTROEM)
C  0.3629  -0.9868  -0.1993  0.44
C  -1.0086  1.4942  -0.0738  -0.08
C  2.4189  -0.0106  -0.7866  -0.27
C  -0.1696  1.0367  1.1193  -0.24
C  -0.6681  -1.9541  -0.6811  -0.67
N  0.1955  -0.3849  1.0642  -0.68
O  1.3966  -0.8014  -0.9562  -0.35
O  -2.2041  0.7861  -0.2409  -0.71
H  -2.6646  0.7486  0.6040  0.46
H  1.0117  -0.5318  1.6535  0.37
H  -0.4519  1.3593  -1.0040  0.19
H  -1.2146  2.5688  0.0509  0.17
H  2.5891  0.5263  0.1334  0.15
H  3.2124  -0.1372  -1.4913  0.17
H  0.7100  1.6948  1.1650  0.19
H  -0.7422  1.1822  2.0447  0.18
H  -0.6953  -2.8344  -0.0396  0.21
H  -1.6527  -1.4962  -0.6681  0.24
H  -0.4255  -2.2596  -1.6942  0.22

Forces on atoms 1 to 3 (eV/Å):
C -1.1287 -0.3083 0.6212
C 0.5294 0.3297 0.3027
C 0.9791 0.8383 0.3058

## Properties
- orbital gap (spin up / spin down) (eV) = 7.878 / 7.556
- spin multiplicity = 1
- energy above the lowest of the compared OMol25 structures with the same formula, charge and spin (eV) = 4.5953
- total charge = 0

---

Entry 8:
Below is a single C2H2FNO molecule in a non-equilibrium geometry, with properties calculated with wB97M-V/def2-TZVPD.

Last column: natural (NBO) charge in e.
CARTESIAN COORDINATES (ANGSTROEM)
N  1.8717  1.5639  -1.1492  -0.23
C  1.3272  0.6771  -0.6236  0.19
C  0.7060  -0.5205  -0.1399  0.40
O  -0.8527  0.0084  -0.1601  -0.77
F  0.6563  -1.5842  -0.8869  -0.28
H  0.6454  -0.7078  0.9241  0.22
H  -1.2450  0.1533  -0.9861  0.47

Forces on atoms 1 to 3 (eV/Å):
N -1.1376 -1.5402 1.1961
C 2.4835 1.4688 -1.7959
C -6.7208 2.1564 0.5578

## Properties
- orbital gap (eV) = 11.945
- spin multiplicity = 1
- energy above the lowest of the compared OMol25 structures with the same formula, charge and spin (eV) = 1.3734
- total charge = 0
- SMILES = N#C[C@@H](O)F

---

Q: Which formula does entry 6 have?
A: C14H23F3IN3O6PS